Entry 1:
Formula: C47H38ClN5O2SSn
Source: the Open Molecules 2025 dataset
Level of theory: the ωB97M-V functional and the def2-TZVPD basis

Results
- E_LUMO (eV) = -0.6
- gap between HOMO and LUMO (eV) = 8.015
- HOMO energy (eV) = -8.60

```
! RIJCOSX wB97M-V def2-TZVPD def2/J DEFGRID3
* xyz 0 1
Sn 0.47939 0.51958 -0.11353
O 1.58264 -1.17396 -0.19081
C 1.65599 -2.40357 0.47369
C 1.49889 -2.26471 2.01819
C 0.09890 -2.02853 2.50250
C -0.56439 -2.91455 3.34053
C -1.85840 -2.62216 3.74201
C -2.46112 -1.46167 3.28837
C -1.73426 -0.62136 2.45638
C -2.33980 0.56815 1.77601
C -2.64804 0.18697 0.29188
O -1.45950 -0.10203 -0.39854
C -3.55327 -1.05520 0.30461
C -4.91558 -0.93343 0.57406
C -5.72725 -2.05766 0.63653
C -5.18497 -3.32161 0.42914
C -3.82933 -3.44709 0.15412
C -3.01808 -2.31951 0.09150
C -3.38084 1.32368 -0.43882
C -3.70387 2.54259 0.14210
C -4.38030 3.52228 -0.58494
C -4.72922 3.29324 -1.90403
C -4.38078 2.08438 -2.50521
C -3.71363 1.11377 -1.77903
N -0.47999 -0.89652 2.09846
C 3.09694 -2.96010 0.26019
C 3.43870 -4.28629 0.52561
C 4.72385 -4.75779 0.28931
C 5.70108 -3.91119 -0.21598
C 5.38350 -2.58154 -0.45041
C 4.09529 -2.11368 -0.20876
C 0.64467 -3.38954 -0.13142
C 0.22268 -4.54368 0.52791
C -0.60260 -5.46677 -0.10165
C -1.05512 -5.23383 -1.39345
C -0.67426 -4.06877 -2.04633
C 0.17926 -3.16627 -1.42446
H 1.91237 -3.14630 2.50850
H 2.12336 -1.40998 2.28868
H -0.06530 -3.81011 3.69282
H -2.39721 -3.30083 4.39283
H -3.47723 -1.20942 3.56187
H -3.24170 0.89491 2.29226
H -1.60761 1.38487 1.74399
H -5.35233 0.04829 0.73551
H -6.78708 -1.94855 0.83936
H -5.81702 -4.20005 0.47534
H -3.39360 -4.42502 -0.01668
H -1.95894 -2.41138 -0.12531
H -3.44383 2.73991 1.17547
H -4.63488 4.46465 -0.11045
H -5.27846 4.04320 -2.45946
H -4.63064 1.90579 -3.54507
H -3.43519 0.17205 -2.24015
H 2.69968 -4.97758 0.91053
H 4.95640 -5.79766 0.49071
H 6.69595 -4.28445 -0.43031
H 6.13781 -1.90269 -0.83242
H 3.85331 -1.07842 -0.39200
H 0.52975 -4.73592 1.54970
H -0.88923 -6.37340 0.41770
H -1.70095 -5.95200 -1.88431
H -1.03712 -3.86432 -3.04785
H 0.49350 -2.26833 -1.93814
S 4.48970 7.91622 -1.23607
N 3.12023 7.62568 -0.43419
C 2.86409 6.34239 -0.58827
C 1.67643 5.64839 -0.10982
C 0.64236 6.28769 0.57060
C -0.50428 5.58124 0.85033
C -0.59296 4.26179 0.40855
N 0.40684 3.61605 -0.17351
C 1.55042 4.28539 -0.39715
C 2.67636 3.54024 -1.00126
N 2.61530 2.20575 -0.98590
C 3.54176 1.51970 -1.63951
C 4.58409 2.11880 -2.34269
C 4.70136 3.48702 -2.29131
C 3.74873 4.22079 -1.58363
C 3.83823 5.65804 -1.37612
N 4.80745 6.44049 -1.80578
H 0.75872 7.32730 0.84962
H -1.32650 6.03599 1.38788
H -1.51429 3.70139 0.52777
H 3.45272 0.43616 -1.59109
H 5.28245 1.51195 -2.90407
H 5.50514 4.01322 -2.79233
C 1.48842 1.31916 1.60458
H 0.92254 1.03136 2.48348
H 1.61087 2.39372 1.51255
H 2.44934 0.80496 1.54882
Cl 1.01180 1.73604 -3.42633
C 0.15416 0.69015 -2.28289
H 0.26523 -0.34396 -2.59709
H -0.88775 0.97803 -2.27403
*
```

Entry 2:
Formula: C47H39GeIrN4O6
Source: the Open Molecules 2025 dataset
Level of theory: the ωB97M-V functional and the def2-TZVPD basis

Results
- E_LUMO (alpha / beta) (eV) = -6.1 / -8.3
- expectation value of S² = 6.0888
- gap between HOMO and LUMO (alpha / beta) (eV) = 6.833 / 4.633
- HOMO energy (alpha / beta) (eV) = -12.91 / -12.91

```
! RIJCOSX wB97M-V def2-TZVPD def2/J DEFGRID3
* xyz 2 5
Ir 0.13714 -0.76573 -1.17046
O -6.23084 -4.48426 -1.39189
N -5.83982 -3.46113 -0.88284
O -6.40746 -2.80819 -0.03259
C -4.55573 -2.91192 -1.36663
C -4.48785 -2.63395 -2.68792
C -3.28251 -2.09231 -3.19883
C -3.03973 -1.89319 -4.57364
C -1.81486 -1.44035 -4.98226
C -0.84633 -1.13542 -4.01937
N -1.08074 -1.25406 -2.72348
C -2.27203 -1.76564 -2.29240
C -2.38819 -2.01496 -0.88284
N -1.30204 -1.56666 -0.14561
C -1.31535 -3.13494 1.77418
C -2.68995 -3.72861 1.75800
C -3.62624 -3.45503 0.84997
C -3.50168 -2.72273 -0.41976
H -5.31922 -2.86101 -3.34194
H -3.81548 -2.12770 -5.29166
H -1.57805 -1.31041 -6.02824
H 0.13627 -0.78399 -4.29915
H -0.91472 -3.17162 2.77843
H -2.94907 -4.38046 2.58263
H -4.58721 -3.92093 1.01672
C 2.04809 -3.17550 4.26771
O 1.22853 -3.34786 3.09363
C 1.79073 -3.79159 1.97972
C 3.15814 -4.00161 1.82365
C 3.65615 -4.50474 0.64186
C 2.79752 -4.83279 -0.43575
C 1.46195 -4.63467 -0.31467
C 0.90039 -4.08513 0.87879
N -0.42470 -3.89906 0.89203
C -1.37332 -1.63937 1.29908
C -0.36568 -0.81898 2.08461
C -0.68236 -0.57136 3.40170
C 0.21399 0.04894 4.27799
C 1.49780 0.41750 3.85345
C 1.85734 0.20124 2.55378
C 0.92527 -0.37603 1.62792
O 1.31203 -0.43101 0.41594
H 1.36127 -2.89522 5.05878
H 2.77682 -2.38319 4.10332
H 2.54165 -4.11301 4.51934
H 3.83364 -3.77528 2.63445
H 4.72165 -4.65919 0.53869
H 3.21109 -5.23603 -1.34914
H 0.78912 -4.87803 -1.12883
H -0.87974 -4.17945 0.03079
H -2.35470 -1.26306 1.60210
H -1.65708 -0.86492 3.77756
H -0.09301 0.24022 5.29821
H 2.18432 0.89605 4.53889
H 2.81509 0.50813 2.14977
O 3.49599 0.47419 -3.26432
C 2.31887 0.47154 -3.02289
O 1.77498 -0.40738 -2.18277
C 1.36173 1.48650 -3.60598
C 1.48024 2.85383 -2.93442
Ge 0.98398 3.03487 -1.03768
C 2.40341 2.65108 0.24991
C 2.32943 3.28193 1.49595
C 3.38231 3.21242 2.39907
C 4.53010 2.50248 2.06959
C 4.61744 1.86698 0.83678
C 3.56580 1.94805 -0.06974
C 0.51243 4.89511 -0.74668
C 1.52878 5.85062 -0.71952
C 1.22832 7.19395 -0.55163
C -0.09247 7.59594 -0.40147
C -1.11121 6.65542 -0.42053
C -0.80874 5.31085 -0.59410
C -0.66699 2.00233 -0.63678
C -1.08463 1.88055 0.69894
C -2.37408 1.48985 1.02083
C -3.28781 1.17980 0.01636
C -2.89932 1.26741 -1.30926
C -1.60468 1.67343 -1.63156
H 0.34084 1.11970 -3.51575
H 1.59480 1.57407 -4.66955
H 0.82572 3.55457 -3.45882
H 2.49140 3.24852 -3.05290
H 1.46388 3.88768 1.74701
H 3.31973 3.73810 3.34392
H 5.36435 2.46829 2.75883
H 5.51874 1.33332 0.56308
H 3.67964 1.46783 -1.03388
H 2.56618 5.54839 -0.82144
H 2.02306 7.92820 -0.53584
H -0.32685 8.64382 -0.26858
H -2.13999 6.96974 -0.30162
H -1.61556 4.58496 -0.60913
H -0.40561 2.16633 1.49793
H -2.68510 1.46400 2.05909
H -4.30386 0.90202 0.26908
H -3.61395 1.06582 -2.09844
H -1.36163 1.83308 -2.67487
*
```

Entry 3:
Formula: C47H40BClF9GdNO5P
Source: the Open Molecules 2025 dataset
Level of theory: the ωB97M-V functional and the def2-TZVPD basis

Results
- E_LUMO (alpha / beta) (eV) = 0.0 / -0.4
- expectation value of S² = 16.0594
- gap between HOMO and LUMO (alpha / beta) (eV) = 8.347 / 7.324
- HOMO energy (alpha / beta) (eV) = -8.33 / -7.69

```
! RIJCOSX wB97M-V def2-TZVPD def2/J DEFGRID3
* xyz 0 8
Gd 0.89465 -0.13721 0.89407
C 1.87261 0.28326 -3.72418
C 2.10753 -1.03232 -4.10929
C 1.72516 -2.05689 -3.27066
C 1.10825 -1.76991 -2.04214
N 0.90134 -0.48603 -1.67528
C 1.27091 0.49456 -2.49858
C 0.67764 -2.82634 -1.11245
C 0.63233 -4.15406 -1.55445
C 0.32210 -5.17499 -0.68287
C 0.03222 -4.88034 0.63886
C 0.01597 -3.56005 1.05713
C 0.33856 -2.46921 0.22511
H 2.15497 1.11293 -4.35418
H 2.58630 -1.25095 -5.05482
H 1.92786 -3.07458 -3.56402
H 1.05877 1.50271 -2.15008
H 0.82485 -4.40310 -2.58722
H 0.30792 -6.19823 -1.02675
H -0.19081 -5.67706 1.33662
H -0.25008 -3.37098 2.09643
C 1.83061 2.73236 5.55437
C 0.74641 2.81975 4.47582
C -0.50735 3.45599 5.09004
O 0.38271 1.49379 4.08291
B 0.30431 1.33880 2.71530
O 0.75157 2.55312 2.13140
C 1.20509 3.48495 3.12752
C 0.58676 4.85442 2.83443
C 2.72865 3.58947 2.98388
H 1.39877 2.30348 6.45671
H 2.21921 3.72194 5.78781
H 2.64423 2.08335 5.23998
H -0.87559 2.80079 5.87661
H -1.29451 3.56056 4.34874
H -0.27982 4.42535 5.52284
H -0.48413 4.76702 2.67128
H 1.03119 5.25474 1.92564
H 0.77676 5.54476 3.65247
H 3.19071 2.62183 3.16619
H 3.13560 4.32881 3.66850
H 2.96156 3.88856 1.96330
C 6.38304 -3.45249 0.77879
C 5.99363 -2.75945 -0.48849
C 6.04661 -3.38486 -1.72116
C 5.66217 -2.70482 -2.86852
Cl 5.77075 -3.49194 -4.40530
C 5.17920 -1.41460 -2.79165
C 5.10081 -0.78797 -1.55775
C 5.53587 -1.43282 -0.40837
O 5.57929 -0.86912 0.83381
C 4.93120 0.36302 1.03035
C 3.40800 0.19830 0.88635
O 2.76023 0.97506 0.15038
O 2.88566 -0.72717 1.54252
H 6.66208 -4.48556 0.59570
H 5.54511 -3.42488 1.47558
H 7.21898 -2.93517 1.24915
H 6.38114 -4.40921 -1.79754
H 4.87300 -0.89015 -3.68296
H 4.70688 0.21343 -1.51723
H 5.31840 1.14602 0.36899
H 5.14084 0.62958 2.06950
F -2.78583 -3.57034 -6.06729
C -3.54591 -3.66780 -4.96952
F -4.82019 -3.48750 -5.37264
F -3.46492 -4.94452 -4.56313
C -3.16815 -2.69197 -3.89069
C -3.70094 -2.87452 -2.62160
C -3.37011 -2.00073 -1.60486
C -2.52339 -0.92638 -1.85476
C -2.02463 -0.73113 -3.14283
C -2.34020 -1.60907 -4.15933
P -1.88461 0.15344 -0.52875
C -3.11862 -0.17162 0.79433
C -2.71069 -0.98167 1.85149
C -3.58794 -1.30039 2.86960
C -4.88491 -0.79924 2.83278
C -5.30004 0.01190 1.78677
C -4.41781 0.32223 0.76776
C -5.83535 -1.17892 3.93578
F -7.05398 -0.64205 3.79362
F -5.39298 -0.80222 5.14729
F -6.01023 -2.51161 4.00023
C -2.50203 1.78253 -1.10296
C -3.50038 1.94888 -2.05903
C -3.89141 3.21852 -2.43508
C -3.28667 4.32713 -1.85492
C -2.29695 4.17479 -0.89191
C -1.90900 2.90024 -0.52067
C -3.73078 5.68525 -2.32322
F -3.23906 6.69152 -1.59220
F -3.35753 5.92364 -3.59568
F -5.06988 5.80912 -2.30185
H -4.36595 -3.70317 -2.43833
H -3.78175 -2.14934 -0.61953
H -1.39282 0.12243 -3.34566
H -1.94691 -1.46493 -5.15329
H -1.69269 -1.36369 1.86183
H -3.27426 -1.93283 3.68574
H -6.30898 0.39244 1.76965
H -4.75186 0.94446 -0.04764
H -3.97402 1.09025 -2.50996
H -4.66736 3.36035 -3.17123
H -1.83884 5.04292 -0.44338
H -1.13411 2.75337 0.22596
*
```

Entry 4:
Formula: C47H40Br2MnN4O4P2
Source: the Open Molecules 2025 dataset
Level of theory: the ωB97M-V functional and the def2-TZVPD basis

Results
- E_LUMO (alpha / beta) (eV) = -5.6 / -5.4
- expectation value of S² = 3.8138
- gap between HOMO and LUMO (alpha / beta) (eV) = 6.702 / 6.897
- HOMO energy (alpha / beta) (eV) = -12.31 / -12.31

```
! RIJCOSX wB97M-V def2-TZVPD def2/J DEFGRID3
* xyz 2 4
Mn -0.34287 -1.16445 0.95976
O -2.67865 2.18732 2.50291
C -3.37558 1.42741 3.40399
C -4.07147 2.09261 4.40329
C -4.80723 1.37773 5.33009
C -4.84514 -0.00914 5.27326
C -4.15308 -0.66795 4.27345
C -3.41556 0.03387 3.32168
C -2.77111 -0.68117 2.15670
O -1.52912 -0.11372 1.79030
N -2.48326 -2.08495 2.48265
N -1.71373 -2.60749 1.37666
C -0.67543 -3.26612 1.80644
C 0.16171 -4.04251 0.86176
Br 1.50079 -2.84956 0.15649
C 0.12555 -5.31857 0.50654
C -0.82508 -6.32670 0.98957
C -0.36517 -7.63946 1.11493
C -1.20016 -8.62842 1.60410
C -2.50991 -8.32264 1.94861
C -2.98459 -7.02748 1.79546
C -2.14861 -6.03054 1.32009
H -2.03186 1.60223 2.07594
H -4.02082 3.17277 4.43414
H -5.34820 1.90599 6.10354
H -5.41125 -0.57290 6.00124
H -4.18745 -1.74932 4.24391
H -3.43102 -0.63213 1.27511
H -3.35257 -2.61588 2.46088
H -0.51943 -3.35524 2.88381
H 0.89921 -5.67321 -0.16778
H 0.65391 -7.88108 0.83838
H -0.83321 -9.64013 1.70896
H -3.16583 -9.09729 2.32182
H -4.01341 -6.79675 2.03688
H -2.54193 -5.03509 1.16412
C 2.39955 -0.59120 -2.60211
N 1.63785 0.34997 -1.73296
P -0.02743 -0.00823 -1.29770
C -0.86728 1.56543 -1.57235
C -1.95286 1.87189 -0.75803
C -2.66399 3.05007 -0.94940
C -2.29845 3.91891 -1.96421
C -1.23131 3.60341 -2.80258
C -0.52149 2.43231 -2.61139
C -0.57050 -1.08026 -2.64274
C -1.19166 -2.27695 -2.29363
C -1.71849 -3.10514 -3.27646
C -1.61578 -2.74371 -4.60892
C -0.99345 -1.55027 -4.96630
C -0.48037 -0.71783 -3.99016
P 2.61563 1.58108 -1.21040
C 3.33631 2.45833 -2.57721
C 2.70600 3.60191 -3.07769
C 3.23146 4.24449 -4.18627
C 4.37360 3.75004 -4.80237
C 5.00428 2.61664 -4.30491
C 4.49142 1.97076 -3.19343
C 3.89441 1.05869 -0.10569
C 5.03626 1.86001 0.01371
C 6.00852 1.53645 0.94525
C 5.85328 0.41822 1.75357
C 4.71364 -0.37183 1.64948
C 3.73527 -0.04349 0.73165
H 2.43296 -0.23217 -3.62946
H 1.92978 -1.57024 -2.57687
H 3.42026 -0.70659 -2.22739
H -2.24307 1.19630 0.03488
H -3.49156 3.28074 -0.29214
H -2.84472 4.84107 -2.11062
H -0.96117 4.27315 -3.60917
H 0.30532 2.19406 -3.27055
H -1.28440 -2.57151 -1.25345
H -2.20731 -4.02878 -2.99666
H -2.02398 -3.38692 -5.37686
H -0.92065 -1.27057 -6.00851
H -0.01698 0.21732 -4.27749
H 1.83343 4.01134 -2.58687
H 2.75571 5.13989 -4.56249
H 4.78191 4.25560 -5.66704
H 5.90081 2.24053 -4.77799
H 4.99959 1.09695 -2.80368
H 5.16903 2.73341 -0.61146
H 6.88850 2.15784 1.03686
H 6.61969 0.16664 2.47432
H 4.58588 -1.23196 2.29248
H 2.82403 -0.61959 0.68251
Br -1.34344 4.83013 4.77111
C -0.65109 4.76978 3.03003
C -0.73642 5.89100 2.20484
N -0.25796 5.92002 0.96582
C 0.33712 4.83367 0.50023
C 0.45793 3.66505 1.24940
C -0.05583 3.62686 2.54654
C 1.05660 2.45817 0.69320
O 1.71285 2.69961 -0.50802
O 1.00966 1.33876 1.13596
H -1.21126 6.79468 2.56808
H 0.71742 4.88597 -0.51244
H 0.01847 2.73001 3.14640
*
```